Record 1
16
Properties=species:S:1:pos:R:3:forces:R:3 method="wB97M-V/def2-TZVPD" lumo_energy_ev=0.669 total_charge=0 molar_mass_g_mol=99.13 homo_lumo_gap_ev=10.33 homo_energy_ev=-9.66 fmax_ha_per_bohr=0.014 energy_ev=-8866.615
C -1.781 0.602 -0.145 0.02 0.03 0.03
C -0.535 0.284 0.615 -0.28 -0.09 -0.02
N -0.459 0.116 1.901 0.05 -0.03 -0.22
C 0.804 -0.560 1.716 0.46 -0.35 0.47
O 1.492 -1.175 2.476 -0.39 0.33 -0.36
C 0.823 -0.281 0.202 0.02 0.01 -0.05
C 0.817 -1.422 -0.798 0.00 -0.09 -0.02
H -2.137 -0.356 -0.550 0.04 0.14 0.00
H -1.656 1.279 -0.994 0.19 -0.09 0.19
H -2.562 0.982 0.520 0.23 -0.04 -0.03
H 0.499 2.481 -1.210 0.04 0.08 0.05
H 0.631 2.726 -0.521 -0.01 0.03 -0.08
H 1.622 0.431 -0.038 -0.44 0.14 -0.05
H 0.028 -2.147 -0.569 0.14 0.05 -0.03
H 1.778 -1.940 -0.802 -0.12 0.04 -0.01
H 0.636 -1.021 -1.802 0.04 -0.13 0.12

=====

Record 2
7
Properties=species:S:1:pos:R:3:forces:R:3 method="wB97M-V/def2-TZVPD" lumo_energy_ev="-0.778 / -0.778" total_charge=0 molar_mass_g_mol=78.03 homo_lumo_gap_ev="10.31 / 10.31" homo_energy_ev="-11.09 / -11.09" fmax_ha_per_bohr=0.151 energy_ev=-9148.301
N -0.126 -0.394 0.262 -0.56 0.41 -0.11
O 1.187 -0.956 0.204 0.28 0.03 0.58
N 2.219 -0.026 0.063 -2.78 6.95 -2.13
O 1.685 1.284 -0.129 3.00 -5.33 1.19
O 3.342 -0.336 -0.109 -1.43 -0.64 0.75
H -0.373 -0.081 1.200 0.75 -1.03 0.82
H -0.109 0.558 -0.113 0.75 -0.40 -1.11

=====

Record 3
38
Properties=species:S:1:pos:R:3:forces:R:3 method="wB97M-V/def2-TZVPD" lumo_energy_ev="-3.807 / -7.108" total_charge=+1 molar_mass_g_mol=667.56 homo_lumo_gap_ev="9.48 / 6.17" homo_energy_ev="-13.29 / -13.28" fmax_ha_per_bohr=0.005 energy_ev=-107810.777 spin_multiplicity=5
Rh -0.194 1.489 1.131 0.09 -0.11 -0.18
F 4.403 0.812 1.020 0.00 0.01 -0.01
C 3.416 0.851 0.152 0.01 -0.03 0.04
F 3.806 0.421 -1.028 0.02 0.01 -0.02
F 2.935 2.087 0.057 0.00 0.00 -0.01
S 2.052 -0.265 0.731 -0.12 0.03 0.01
O 0.934 -0.025 -0.195 0.10 -0.04 0.05
O 2.546 -1.571 0.931 0.03 0.02 -0.04
N 1.565 0.557 2.055 -0.11 -0.14 -0.04
S 0.830 -0.207 3.311 0.23 0.10 -0.08
O -0.583 0.007 3.015 -0.18 0.18 0.02
O 1.323 -1.489 3.641 -0.04 0.03 0.00
C 1.250 0.997 4.654 0.00 -0.01 0.02
F 0.823 2.202 4.285 0.01 -0.01 -0.01
F 0.626 0.610 5.747 0.01 0.00 0.01
F 2.553 1.012 4.833 0.00 0.01 0.02
N -6.132 -1.270 -1.782 0.02 0.01 0.07
C -6.008 -0.425 -0.729 -0.05 -0.06 -0.11
O -6.939 0.062 -0.132 0.01 0.02 0.02
C -4.596 -0.053 -0.328 0.01 -0.01 0.00
C -3.514 -0.063 -1.198 0.01 0.01 -0.01
C -2.281 0.355 -0.738 -0.05 0.01 0.05
N -2.109 0.756 0.529 -0.01 -0.12 -0.04
C -3.148 0.756 1.382 0.03 0.01 0.00
C -4.406 0.373 0.981 -0.03 0.00 0.01
H -7.064 -1.574 -2.015 -0.01 0.01 0.00
H -5.367 -1.840 -2.098 0.01 0.01 0.00
H -3.615 -0.356 -2.233 -0.01 0.00 0.00
H -1.413 0.386 -1.382 0.01 0.00 0.00
H -2.948 1.072 2.397 0.01 0.00 0.00
H -5.246 0.407 1.660 0.01 0.00 0.01
Cl -0.273 4.840 -2.675 0.01 -0.01 -0.01
C -0.788 4.859 -1.002 -0.03 0.01 -0.01
Cl -0.138 6.246 -0.151 0.01 0.01 0.01
Cl -2.566 4.821 -0.892 0.04 0.00 0.00
C -0.362 3.569 -0.304 0.07 -0.13 -0.21
O -0.167 2.508 -0.920 -0.05 0.19 0.17
O -0.283 3.550 0.977 -0.08 -0.01 0.25